No. 1
Density functional theory data (ωB97M-V/def2-TZVPD) for C15H13GdI2NO8SYb as an isolated structure.

## Properties
charge	+4
multiplicity	9
electronic energy	-112978.3322	eV
⟨S²⟩	20.37
molar mass	951.43	g mol⁻¹

Last column: Mulliken charge in e.
CARTESIAN COORDINATES (ANGSTROEM)
I (-3.7289, 0.8690, 2.4168)  0.43
I (-4.5039, -0.4222, 0.1710)  0.43
Yb (-0.6101, 0.0544, -1.4686)  1.04
Gd (0.2358, 1.3810, 0.8526)  0.98
S (-1.5662, 1.9475, -0.5606)  -0.09
C (0.9991, 3.3394, 1.0284)  0.11
C (1.7839, 0.9782, 2.1171)  0.13
C (-1.5618, 3.5585, -1.4807)  1.12
C (-2.6669, 3.3879, -2.5059)  -1.35
C (-0.2234, 3.8787, -2.1262)  -1.26
C (-1.9469, 4.5740, -0.4210)  -1.38
C (0.2179, -1.6309, -2.4383)  0.29
C (-0.5736, 0.7735, -3.5199)  0.16
O (2.6393, 0.7014, 2.8414)  -0.12
O (1.4099, 4.4174, 1.1546)  -0.09
O (0.6573, -2.5979, -2.9329)  -0.14
O (-0.5817, 1.1516, -4.6207)  -0.10
H (-2.8033, 4.3462, -3.0265)  0.49
H (-3.6183, 3.1163, -2.0282)  0.34
H (-2.4319, 2.6247, -3.2597)  0.25
H (-0.3252, 4.8496, -2.6430)  0.51
H (0.0745, 3.1296, -2.8717)  0.24
H (0.5860, 3.9735, -1.3887)  0.24
H (-2.0711, 5.5495, -0.9093)  0.49
H (-1.1809, 4.6814, 0.3593)  0.25
H (-2.8955, 4.3063, 0.0643)  0.36
O (1.3524, -0.7692, 0.1033)  -0.70
C (0.4329, -1.4386, 0.7208)  1.04
O (-0.7345, -0.8775, 0.7447)  -0.56
C (0.9155, -2.7552, 1.2861)  0.20
C (0.1259, -3.9067, 1.4573)  -0.57
C (0.7074, -5.0899, 1.8898)  -0.44
C (2.0813, -5.1658, 2.1838)  0.51
C (2.8774, -4.0185, 2.0145)  -0.63
C (2.2887, -2.8500, 1.5592)  -0.58
N (2.6765, -6.3489, 2.6393)  0.86
O (1.9659, -7.4404, 2.7844)  -0.27
O (3.9508, -6.3916, 2.9450)  -0.04
H (-0.9414, -3.8674, 1.2128)  0.49
H (0.0922, -5.9860, 1.9982)  0.50
H (3.9412, -4.0393, 2.2269)  0.45
H (2.9534, -1.9939, 1.4308)  0.40

Force components x, y, z for each atom (eV/Å):
-0.785 -0.852 -1.298
0.208 0.817 1.544
-0.963 -2.582 2.438
-3.048 -2.662 0.219
-3.845 3.721 -1.319
3.074 8.495 0.821
8.375 -2.273 6.980
-0.706 0.674 0.009
-0.378 0.291 -0.397
0.184 -0.083 0.062
-0.164 0.618 0.099
4.352 -9.252 -5.349
-0.022 3.076 -9.052
-2.311 0.836 -1.913
-1.311 -3.782 -0.317
-2.246 4.986 2.640
0.067 -1.867 5.205
-0.050 -0.255 0.031
0.218 0.166 -0.143
-0.041 0.249 0.150
0.115 -0.385 0.174
-0.072 0.270 0.083
-0.210 0.096 -0.245
0.000 -0.111 0.221
-0.176 0.032 -0.258
0.193 0.142 -0.189
-1.237 0.199 0.062
0.875 0.889 -0.933
0.451 -1.819 0.609
-0.021 -0.590 0.228
-0.136 0.616 -0.188
-0.310 -1.106 0.231
-0.148 2.173 -0.624
-0.090 -0.421 0.132
0.483 0.470 0.061
-3.252 -5.417 0.852
4.360 5.116 -0.477
-1.647 -0.381 -0.292
0.438 -0.218 0.229
0.135 0.278 -0.014
-0.014 0.073 -0.036
-0.343 -0.226 -0.033

***

No. 2
Density functional theory data (ωB97M-V/def2-TZVPD) for one molecule with the formula CH5Cl2N2OP.

## Properties
multiplicity	3
energy relative to the best compared isomer or geometry (same formula, charge and spin)	0.0	kJ/mol
electronic energy	-40474.8256	eV
⟨S²⟩	2.01
molar mass	162.94	g mol⁻¹

Last column: Mulliken charge in e.
CARTESIAN COORDINATES (ANGSTROEM)
C (-0.9747, -0.3746, 1.0822)  -0.29
N (0.2347, 1.3608, -1.1737)  -0.56
N (0.7092, -1.2249, -0.9480)  -0.43
O (1.6436, 0.5676, 0.7797)  -0.62
P (0.4561, 0.1701, 0.0165)  0.79
Cl (-1.6819, 1.2456, 1.6698)  -0.06
Cl (-0.1878, -1.2328, 2.4081)  -0.14
H (-1.8686, -0.9863, 0.8531)  0.39
H (-0.6049, 1.5802, -1.6205)  0.25
H (0.6156, 2.1693, -0.6855)  0.29
H (1.6179, -1.5011, -1.0437)  0.20
H (0.0407, -1.7739, -1.3379)  0.19

Force components x, y, z for each atom (eV/Å):
1.619 -4.594 -0.481
1.181 -0.203 2.440
-0.511 3.644 2.549
-0.294 -0.023 0.257
0.700 -2.044 -3.003
-2.356 5.177 1.553
0.178 -0.406 0.140
0.749 0.607 -0.914
-1.600 0.085 -0.730
-0.097 0.361 -0.477
2.692 -0.902 -0.267
-2.263 -1.704 -1.066

***

No. 3
Density functional theory data (ωB97M-V/def2-TZVPD) for an isolated ion of composition C3H9N2O2S and charge +1.

## Properties
charge	+1
energy relative to the best compared isomer or geometry (same formula, charge and spin)	226.6	kJ/mol
electronic energy	-21158.4839	eV
molar mass	137.18	g mol⁻¹
SMILES	C/[NH+]=C(/N)S(C)(=O)=O

Last column: Mulliken charge in e.
CARTESIAN COORDINATES (ANGSTROEM)
C (0.0610, -0.1783, 1.9843)  -0.75
N (-0.9703, 0.2375, 1.1169)  -0.18
C (-0.9981, 0.0275, -0.2641)  0.33
N (-1.8806, 0.2026, -1.1795)  -0.16
S (0.5356, -0.7932, -1.1465)  1.05
C (1.6886, 0.5520, -0.7444)  -0.83
O (-0.0255, -0.9089, -2.4421)  -0.64
O (1.0123, -1.9752, -0.4657)  -0.52
H (-0.3882, -1.0806, 2.5544)  0.28
H (0.3443, 0.6561, 2.6276)  0.34
H (0.8370, -0.5527, 1.4421)  0.34
H (-1.6499, 0.9635, 1.3289)  0.25
H (-2.7009, 0.7106, -1.1730)  0.16
H (-1.5583, -0.3186, -1.9787)  0.30
H (1.9988, 1.1872, -1.5326)  0.37
H (1.0980, 1.0943, 0.0375)  0.31
H (2.5960, 0.1762, -0.1653)  0.36

Force components x, y, z for each atom (eV/Å):
-2.252 -1.082 3.181
-2.372 1.419 -6.201
2.061 -1.304 3.728
1.422 -0.501 0.811
0.864 -0.915 2.863
0.179 -0.618 2.270
0.353 0.271 -1.564
-0.645 1.171 -0.391
1.080 1.592 -0.341
0.111 -0.378 0.121
2.286 -0.908 -1.199
0.107 -0.384 0.973
-2.144 1.056 0.286
-0.403 0.144 -1.462
-0.052 0.468 -0.993
0.623 0.031 -0.950
-1.218 -0.060 -1.131

***

No. 4
Density functional theory data (ωB97M-V/def2-TZVPD) for C4H8O3 as an isolated structure.

## Properties
energy relative to the best compared isomer or geometry (same formula, charge and spin)	420.7	kJ/mol
electronic energy	-10416.6436	eV
molar mass	104.10	g mol⁻¹

Last column: Mulliken charge in e.
CARTESIAN COORDINATES (ANGSTROEM)
C (2.1097, -0.0519, 0.7070)  -0.40
O (1.2303, -0.7067, 1.3861)  -0.48
C (0.4407, -0.6309, -0.2344)  0.64
O (0.5378, -1.6165, -0.9048)  -0.57
C (-0.8314, 0.1162, 0.1829)  0.18
C (-1.3970, 0.8276, -1.0441)  -1.26
O (-1.7277, -0.8180, 0.7146)  -0.53
H (2.8325, -0.5961, 0.0777)  0.32
H (2.4511, 0.9371, 1.0559)  0.29
H (1.3035, 0.3296, -0.4391)  0.05
H (-0.5974, 0.8232, 0.9791)  0.35
H (-0.7439, 1.6446, -1.3703)  0.37
H (-2.3764, 1.2410, -0.7893)  0.35
H (-1.5163, 0.1252, -1.8761)  0.30
H (-1.7701, -1.5648, 0.0996)  0.38

Force components x, y, z for each atom (eV/Å):
0.101 -0.010 0.059
0.147 -0.037 0.083
-0.092 -0.348 -0.447
0.008 0.480 0.352
0.087 0.224 -0.034
-0.021 0.012 -0.071
-0.051 -0.185 -0.100
-0.097 0.063 0.075
-0.095 -0.108 -0.042
-0.025 0.015 -0.067
0.012 -0.082 -0.105
-0.073 -0.129 0.054
0.149 -0.041 -0.019
0.001 0.084 0.125
-0.052 0.063 0.136

***

electronic energy of number 1 (C15H13GdI2NO8SYb)?
-112978.3322 eV